## a
ORCA calculation (ωB97M-V with the def2-TZVPD basis set) on a cluster of 2 separate species, C4H12NO in total.

```
18
Properties=species:S:1:pos:R:3:lowdin_charge:R:1
C 0.355 -1.041 -0.290 -0.116
N 0.321 0.365 0.242 0.048
C -1.097 0.890 -0.018 -0.077
C -1.750 -0.219 -0.838 -0.149
C -1.108 -1.476 -0.261 -0.150
H 1.078 -1.646 0.230 0.132
H 0.699 -1.001 -1.324 0.138
H 0.405 0.358 1.251 0.157
H 1.151 0.904 -0.031 0.137
H -1.527 1.020 0.969 0.133
H -0.994 1.846 -0.530 0.134
H -1.455 -0.113 -1.884 0.127
H -2.834 -0.209 -0.733 0.130
H -1.439 -1.778 0.730 0.126
H -1.141 -2.357 -0.884 0.124
H 3.611 0.899 0.993 0.071
H 2.976 2.227 1.346 0.081
O 2.749 1.333 1.032 -0.044
```

Values from the calculation:
HOMO in eV: -16.24
Multiplicity: 1
Kohn-Sham gap in eV: 13.20
LUMO in eV: -3.034
Total charge: +1


## b
ORCA calculation (ωB97M-V with the def2-TZVPD basis set) on the ion C4H12NO with charge +1.

```
18
Properties=species:S:1:pos:R:3:lowdin_charge:R:1
O 1.088 -0.824 2.008 -0.052
C -0.237 -1.305 1.767 -0.174
C -0.786 -0.466 0.589 -0.094
N 0.228 -0.643 -0.525 0.054
C 0.199 0.374 -1.639 -0.155
C 0.190 1.829 -1.236 -0.069
H 1.132 -0.273 2.775 0.097
H -0.045 -2.330 1.444 0.133
H -0.901 -1.189 2.618 0.137
H -1.788 -0.769 0.255 0.145
H -0.981 0.584 0.731 0.110
H 0.015 -1.552 -0.917 0.177
H 1.110 -0.613 0.003 0.162
H 1.032 0.103 -2.280 0.134
H -0.734 0.226 -2.182 0.133
H -0.088 2.539 -2.016 0.098
H -0.580 2.090 -0.513 0.072
H 1.144 2.221 -0.881 0.092
```

Values from the calculation:
HOMO in eV: -15.35
Multiplicity: 1
Kohn-Sham gap in eV: 12.28
LUMO in eV: -3.079
Total charge: +1


Of all the structures shown, which is most stable? a, and b is the least stable.